Below is a 5-piece molecular cluster, C38H74N4O2 overall, with properties calculated with ωB97M-V/def2-TZVPD.

Geometry as XYZ:
```
118
Properties=species:S:1:pos:R:3:mulliken_charge:R:1
O 0.530 2.388 3.116 -0.644
O -1.592 -1.536 6.916 -0.620
N 4.892 -1.008 5.091 0.146
N 2.829 -2.285 -2.676 0.212
N -2.777 1.396 -1.464 0.205
N -2.105 0.572 -8.627 0.053
C 4.408 -1.454 6.398 -0.252
C 3.989 -1.216 3.957 -0.533
C -1.280 -0.424 6.201 0.491
C -2.500 -0.907 -6.578 -0.975
C -1.560 1.039 3.839 -0.061
C -0.703 0.896 -8.356 -0.061
C -2.357 -0.349 -9.736 -0.712
C 0.055 1.446 -9.563 -1.499
C 1.847 -3.248 -3.178 -0.212
C 2.817 -2.158 -1.215 -0.898
C -0.803 2.659 -0.441 -1.040
C 1.829 1.465 8.676 -0.402
C -4.630 0.480 5.308 -0.556
C 2.411 2.517 7.551 -0.340
C 2.027 -3.611 -4.651 -1.418
C -2.822 2.118 -2.737 -0.524
C -1.818 1.616 -3.773 -1.121
C -1.713 -1.730 -9.669 -0.933
C -4.042 3.125 -0.066 -1.002
C -1.477 1.337 -0.795 -0.420
C 1.557 -1.593 -0.567 -0.624
C -0.072 1.733 4.112 0.403
C 1.680 -0.168 -3.535 -0.459
C 6.285 -1.353 4.790 -0.671
C -5.348 1.456 4.166 0.132
C 2.937 -1.023 -3.410 -1.157
C -2.067 0.054 4.836 0.272
C 6.598 -2.814 4.485 -0.966
C 1.790 2.629 6.031 -0.370
C -3.582 -0.601 4.585 -0.725
C 4.033 -2.925 6.549 -1.094
C -2.882 0.312 -7.411 -0.626
C -0.038 0.548 6.724 0.359
C -3.916 1.698 -0.590 -0.664
C -5.709 2.878 4.948 -1.041
C 0.563 1.614 5.631 0.152
C 2.602 -0.604 4.144 -0.901
C 0.585 0.486 8.247 -0.446
H 2.178 3.392 5.232 0.328
H -1.562 0.731 0.117 0.211
H -4.837 1.456 -1.138 0.423
H 0.258 2.485 -0.231 0.403
H 1.316 -4.397 -4.931 0.431
H -1.943 0.544 -3.958 0.210
H 3.322 3.247 7.793 0.270
H -2.990 -0.851 -5.599 0.441
H -5.401 -0.065 6.004 0.340
H 3.299 -1.244 -4.421 0.381
H 0.792 -0.756 -3.783 0.175
H -3.659 -1.675 5.046 0.312
H -0.790 0.765 -1.429 0.166
H 3.422 -3.058 7.448 0.413
H 1.066 1.746 -9.264 0.438
H 5.147 -1.199 7.169 0.420
H -1.728 -2.191 -10.663 0.373
H 0.160 0.698 -10.355 0.309
H 1.481 -0.513 -0.707 0.074
H -0.156 0.033 -7.964 0.169
H -0.448 2.325 -9.978 0.332
H 3.872 -2.279 3.722 0.239
H -2.246 1.276 2.919 -0.074
H -3.440 -0.472 -9.871 0.338
H 6.605 -0.752 3.928 0.403
H 2.015 -0.723 3.226 0.311
H -2.810 1.198 -6.767 0.322
H 6.928 -1.019 5.614 0.339
H 0.161 -0.255 9.070 0.308
H 3.677 -1.557 -0.895 0.346
H -6.320 0.886 3.831 0.297
H -0.784 1.797 -3.463 0.245
H -0.661 1.672 -7.581 0.317
H -2.263 -2.398 -9.003 0.280
H 2.999 -3.152 -0.787 0.364
H -2.028 0.133 -10.665 0.407
H -6.509 2.740 5.794 0.274
H 1.588 -1.770 0.514 0.370
H 1.482 0.393 -2.620 0.101
H 2.669 0.466 4.363 0.159
H 3.451 -3.301 5.704 0.235
H 2.045 -1.091 4.950 0.231
H -3.947 0.244 -7.668 0.333
H 4.423 -0.743 3.066 0.451
H -3.912 1.008 0.263 0.331
H 2.287 1.436 9.769 0.308
H 3.736 -0.412 -2.970 0.336
H -1.424 -0.971 -6.398 0.166
H 1.841 -2.757 -5.309 0.233
H -1.234 3.102 0.459 0.204
H -0.857 3.390 -1.251 0.284
H 5.902 -3.251 3.764 0.265
H -3.321 3.328 0.727 0.156
H 3.037 -3.987 -4.844 0.327
H -4.011 1.228 6.001 0.229
H 6.595 -3.425 5.389 0.228
H 1.815 0.568 -4.335 0.511
H -5.039 3.269 0.368 0.398
H 1.944 -4.183 -2.611 0.446
H -6.160 3.627 4.143 0.309
H -2.672 3.193 -2.599 0.286
H -3.920 3.873 -0.853 0.352
H 3.531 -0.852 6.664 -0.080
H -3.763 -0.690 3.432 0.347
H 4.917 -3.555 6.672 0.302
H 7.604 -2.892 4.055 0.399
H -4.754 3.381 5.422 0.290
H -1.968 2.141 -4.724 0.437
H -3.818 1.994 -3.181 0.421
H -2.834 -1.835 -7.044 0.320
H -0.670 -1.694 -9.345 0.230
H 0.645 -2.061 -0.946 0.282
H 0.821 -2.897 -3.029 0.191
H -4.623 1.707 3.282 -0.180
```

## Properties
SMILES = CCCCC1=CC(=O)c2ccccc2C1=O.CCN(CC)CC.CCN(CC)CC.CCN(CC)CC.CCN(CC)CC
HOMO = -0.2933 Ha
2S+1 = 1
maximum force = 8.625 eV/A
net charge = 0
gap between HOMO and LUMO = 6.105 eV
E_tot = -1861.2640 a.u.